(1)
C2H4BrNO2 | ωB97M-V/def2-TZVPD

ORCA input file:
```
! wB97M-V def2-TZVPD RIJCOSX def2/J DEFGRID3
* xyz 0 1
C 0.045 -0.826 0.909
C 0.043 0.418 0.095
N -0.107 0.281 -1.344
O -0.410 -0.850 -1.741
O 0.077 1.302 -1.977
Br 1.344 1.633 0.717
H 1.091 -1.043 0.991
H -0.346 -1.643 0.294
H -0.373 -0.650 1.920
H -1.364 1.377 0.137
*
```

Summary:
Energy above the lowest of the compared OMol25 structures with the same formula, charge and spin: 5.542 eV
Lowest unoccupied orbital energy: -1.05 eV
Frontier orbital gap: 9.4 eV
Largest force on an atom: 5.42 eV/A
Electronic energy: -77760.7857 eV

---

(2)
C2H4BrNO2 | ωB97M-V/def2-TZVPD

ORCA input file:
```
! wB97M-V def2-TZVPD RIJCOSX def2/J DEFGRID3
* xyz 0 1
C -1.508 1.824 -0.553
C 1.566 -0.987 0.383
N -0.448 -0.195 -0.310
O -1.465 2.566 0.335
O 0.385 -0.287 0.764
Br -2.086 -1.089 -0.025
H -2.026 1.666 -1.481
H 1.973 -1.421 1.292
H 2.286 -0.301 -0.070
H 1.323 -1.776 -0.334
*
```

Summary:
Energy above the lowest of the compared OMol25 structures with the same formula, charge and spin: 5.586 eV
Lowest unoccupied orbital energy (alpha / beta): -0.03 / -0.27 eV
Frontier orbital gap (alpha / beta): 8.4 / 7.7 eV
Largest force on an atom: 3.43 eV/A
Electronic energy: -77760.7415 eV